{"formula": "C5H4O2", "method": "ωB97M-V/def2-TZVPD", "homo_energy_ev": [-7.96, -7.96], "energy_ha": -343.2182, "lumo_energy_ev": [-0.6, -0.6], "de_lowest_kcal_mol": 109.3, "elements": ["O", "C", "O", "C", "C", "C", "C", "H", "H", "H", "H"], "positions_angstrom": [[1.983583, -1.531643, 0.840689], [1.222960, -0.746882, 0.420237], [-0.456003, -0.987959, 0.786942], [-1.545778, -1.011550, -0.400233], [-1.117926, 0.221309, 0.360846], [-0.061176, 1.053596, -0.196235], [1.158463, 0.485717, -0.296525], [-0.909823, -1.126186, -1.296574], [-1.859720, 0.669882, 1.032007], [-0.268984, 2.064535, -0.510218], [1.990902, 0.867413, -0.871197]], "forces_ev_per_a": [[-1.01, 0.64, -0.44], [-0.51, -0.87, 0.42], [1.18, 0.11, 0.30], [0.01, -0.13, -0.18], [0.15, -0.21, -0.09], [0.10, 0.14, -0.18], [-0.40, 0.30, 0.01], [-0.03, 0.26, 0.14], [0.47, -0.23, 0.00], [-0.04, 0.04, -0.28], [0.08, -0.04, 0.31]]}


{"formula": "C3H3NO2", "method": "ωB97M-V/def2-TZVPD", "homo_energy_ev": -11.11, "energy_ha": -321.2772, "lumo_energy_ev": -0.3, "de_lowest_kcal_mol": 63.0, "elements": ["O", "C", "C", "O", "C", "N", "H", "H", "H"], "positions_angstrom": [[-1.815788, 0.143439, 0.284996], [-0.510351, 0.520715, 0.003591], [0.446619, -0.655911, -0.041098], [0.230229, -1.794316, 0.220610], [1.856440, -0.169897, -0.415968], [2.463234, 0.176240, 0.517568], [-2.106769, -0.477033, -0.395344], [-0.380455, 1.039052, -0.960502], [-0.183160, 1.217713, 0.786147]], "forces_ev_per_a": [[-0.20, -0.07, -0.20], [0.13, 0.07, -0.07], [-0.43, -0.60, -0.43], [-0.10, 0.53, -0.27], [-0.14, 0.02, 1.82], [0.90, 0.27, -0.99], [-0.08, 0.02, 0.18], [-0.15, 0.00, 0.10], [0.08, -0.23, -0.14]]}


{"formula": "C15H36N2NbO6", "method": "ωB97M-V/def2-TZVPD", "homo_energy_ev": -4.23, "energy_ha": -1210.9695, "total_charge": -1, "lumo_energy_ev": 2.9, "elements": ["C", "O", "C", "Nb", "N", "C", "C", "C", "O", "C", "C", "C", "O", "N", "C", "C", "O", "C", "C", "O", "H", "H", "H", "H", "H", "H", "H", "H", "H", "H", "H", "H", "H", "H", "H", "H", "H", "H", "H", "H", "H", "H", "H", "H", "H", "H", "H", "H", "C", "C", "C", "O", "H", "H", "H", "H", "H", "H", "H", "H"], "positions_angstrom": [[-4.183298, -0.609774, -0.874224], [-3.211091, -1.608987, -0.943466], [-2.426810, -1.743298, 0.262508], [-0.135014, -1.389710, 0.062051], [0.212327, -2.928358, 1.334624], [0.686912, -2.684742, -1.610674], [-0.377337, -3.663957, -2.121612], [-0.739693, -4.818984, -1.208438], [0.358980, -5.715682, -0.968608], [0.311820, 0.224604, 1.595888], [-0.374981, 0.030661, 2.953255], [0.286452, -0.988603, 3.879706], [1.707934, -0.908429, 3.816538], [-0.382012, 0.174511, -1.359034], [0.697757, 1.079791, -1.508500], [1.684135, 0.741658, -2.609248], [0.840801, 2.066711, -0.812666], [-1.197001, 0.118875, -2.526557], [-2.058025, 1.340841, -2.737732], [-1.175377, -0.801127, -3.310442], [-3.758871, 0.362520, -0.584713], [-4.623452, -0.524974, -1.871277], [-4.974784, -0.862726, -0.149219], [-2.871011, -1.107908, 1.049894], [-2.579342, -2.777784, 0.619615], [1.681700, -1.043287, -0.062273], [-0.542275, -3.396726, 1.824897], [0.945628, -3.598248, 1.141831], [1.016169, -2.075990, -2.452052], [1.589582, -3.212054, -1.277103], [-1.302305, -3.130179, -2.379419], [-0.013867, -4.115634, -3.056035], [-1.120714, -4.453165, -0.249675], [-1.520798, -5.437419, -1.656632], [0.977423, -5.238319, -0.407866], [-0.049098, 1.142626, 1.124301], [1.377357, 0.370194, 1.762384], [-1.421386, -0.287259, 2.821488], [-0.432522, 0.994632, 3.477294], [-0.053035, -1.993107, 3.630840], [-0.009995, -0.787457, 4.919541], [2.065107, -1.786038, 3.683495], [2.615880, 0.445534, -2.123075], [1.874000, 1.636286, -3.209652], [1.353129, -0.078630, -3.240261], [-2.970569, 1.063527, -3.266727], [-2.285405, 1.851294, -1.804586], [-1.497487, 2.040219, -3.369732], [2.182921, 4.285510, 2.344073], [2.666414, 5.077361, 1.138754], [1.506617, 5.596004, 0.308951], [3.537826, 4.290511, 0.330240], [1.595829, 3.425049, 2.011133], [3.029413, 3.921672, 2.926148], [1.550264, 4.898759, 2.989204], [3.288726, 5.911806, 1.475525], [0.925141, 4.746114, -0.060856], [1.864753, 6.157587, -0.554565], [0.833306, 6.231543, 0.887780], [3.023248, 3.542155, -0.005037]], "forces_ev_per_a": [[-0.05, -0.12, -0.01], [0.08, 0.13, -0.18], [-0.22, -0.02, 0.32], [0.43, 0.08, 0.29], [-0.39, -0.18, -0.45], [0.49, 0.19, 0.59], [-0.11, -0.01, -0.14], [-0.02, -0.12, 0.20], [-0.14, 0.11, 0.09], [0.49, -0.36, -0.22], [-0.21, -0.08, -0.16], [-0.04, 0.09, 0.16], [0.03, 0.13, 0.27], [-0.23, 0.09, -0.51], [-0.26, 0.13, 0.28], [0.12, 0.25, -0.01], [0.17, -0.19, -0.23], [0.50, -0.35, 0.29], [-0.09, 0.14, -0.24], [-0.29, 0.21, 0.06], [0.00, -0.04, -0.02], [-0.05, 0.07, 0.08], [0.04, 0.03, -0.03], [0.03, -0.04, -0.06], [-0.07, 0.06, -0.01], [-0.16, 0.08, -0.16], [0.10, 0.02, 0.11], [0.08, 0.07, 0.17], [-0.03, 0.08, 0.09], [-0.10, -0.11, -0.07], [0.08, -0.03, 0.06], [-0.08, 0.08, -0.03], [-0.03, -0.02, -0.09], [0.06, 0.05, -0.07], [0.09, 0.01, -0.11], [-0.12, -0.12, -0.01], [-0.06, 0.05, 0.02], [0.05, 0.04, 0.09], [0.08, 0.00, -0.04], [0.12, -0.01, -0.06], [-0.09, -0.02, -0.10], [-0.04, -0.09, -0.21], [-0.06, 0.02, -0.01], [0.02, -0.08, 0.06], [-0.08, 0.03, 0.02], [0.08, 0.02, 0.02], [0.02, -0.08, 0.00], [-0.03, -0.05, 0.03], [0.00, -0.03, -0.04], [0.03, -0.04, 0.03], [-0.18, -0.07, -0.16], [-0.05, -0.06, -0.02], [0.01, -0.01, 0.02], [-0.01, -0.02, 0.00], [0.00, 0.02, 0.00], [-0.02, 0.01, 0.00], [0.00, 0.01, 0.00], [0.04, 0.02, 0.03], [0.06, 0.02, 0.06], [-0.01, 0.00, 0.00]]}